C35H62N4O6 | ωB97M-V with the def2-TZVPD basis set

Atoms and positions in Å:
H1 -0.7320 6.6332 -2.4040
N1 -3.8464 -0.2595 -2.0988
H2 -0.7226 -1.3210 3.5959
H3 0.4850 -3.8592 0.0649
C1 -0.4197 6.5653 -1.3606
H4 3.9948 0.0054 5.0887
O1 1.6223 -3.1233 1.6626
H5 2.8071 7.4224 -1.3537
H6 2.0302 -6.9626 0.6395
C2 2.7454 3.9109 -0.2330
H7 2.7815 5.0535 1.5911
C3 3.2315 -1.6251 3.9322
H8 -2.3257 -1.9807 3.6536
H9 0.7402 -0.6259 2.0794
C4 -3.5281 0.2841 -4.9584
C5 2.4969 4.0724 -1.7324
H10 4.6243 -4.2898 2.3186
H11 -0.5420 -6.5534 0.3169
C6 1.3640 -6.4498 1.3276
H12 1.4070 6.9655 0.6875
H13 -2.5138 -3.1250 0.1672
H14 -1.4270 2.1366 -1.8071
C7 3.1326 -6.2564 2.9480
C8 3.6956 4.7899 -2.3768
H15 -3.6300 -2.0386 0.9295
H16 1.9968 3.2325 0.1891
H17 3.7438 -1.0843 3.1342
C9 -3.9832 2.2148 -2.4127
C10 1.8864 7.2203 -1.9014
H18 2.5788 -3.6206 4.1976
H19 -2.2632 1.2564 -0.5236
H20 -4.2790 1.0430 -5.1948
C11 -1.9193 1.1975 -1.5589
H21 -2.1435 1.7902 -4.2590
H22 -0.2722 -3.9438 1.6770
H23 3.3997 2.2037 -2.2858
H24 4.4832 -1.5791 5.7172
H25 -0.6482 -1.9349 -0.2736
H26 -4.5989 -2.9125 -2.5245
H27 -3.1161 -3.4640 1.8427
O2 0.2149 4.0323 -1.7751
N2 1.2224 4.8155 -1.9789
C12 -6.0678 0.1008 -3.1943
O3 1.1667 -2.3804 7.1140
C13 2.6935 5.2387 0.5189
H28 -0.5162 7.5520 -0.9080
H29 1.3340 8.1580 -1.9439
H30 -5.8042 -2.0428 -1.5694
C14 -3.0818 0.9585 -2.5156
H31 4.0487 -2.7257 1.8167
H32 1.6777 2.0609 -1.9598
C15 3.4892 -3.1459 3.8312
C16 1.3806 5.9693 0.2402
C17 -5.3719 -2.1475 -2.5659
H33 -3.4481 -1.7898 -4.4008
H34 3.1750 -2.6187 7.1403
N3 4.0978 -6.6914 3.3942
H35 -3.4239 3.0574 -2.0081
C18 3.7800 -3.6115 2.3968
C19 0.5662 -0.7931 1.0183
H36 -6.5039 0.2972 -2.2138
H37 2.1634 -1.4758 3.7835
H38 0.0428 0.0948 0.6555
H39 -1.1041 5.8978 -0.8406
C20 -0.3504 -2.0033 0.7740
H40 4.5802 4.1580 -2.2958
C21 0.0189 -6.6652 1.2382
H41 -4.9587 -1.3251 -5.1551
H42 3.9487 5.7360 -1.9066
C22 -4.1957 -0.9915 -4.4481
C23 2.9982 -4.5024 0.2856
C24 -2.7925 -2.7039 1.1329
H43 3.7153 3.4317 -0.0822
H44 3.5128 4.9745 -3.4363
H45 -4.8244 2.0477 -1.7406
H46 -0.5457 -7.0025 2.1046
H47 2.2289 2.7981 -3.4681
H48 3.5476 5.8666 0.2506
C25 2.5392 -4.1617 1.6720
H49 -0.9888 -3.0798 3.3864
O4 -3.0258 -1.1859 -1.7261
H50 -5.8631 1.0552 -3.6714
C26 2.4377 2.7031 -2.4013
C27 -1.6015 -1.8581 1.6551
C28 -1.3613 -2.0824 3.1495
H51 -1.9158 -0.8148 1.5578
C29 1.0312 6.1065 -1.2461
C30 0.3660 -3.3537 1.0250
N4 3.1272 -4.6829 -0.8413
C31 -4.8359 -0.8124 -3.0714
H52 -4.3762 2.5330 -3.3788
H53 -1.6657 0.1414 -3.9152
H54 1.5096 -0.8658 0.4804
H55 -6.8245 -0.3940 -3.8036
H56 2.1489 6.9685 -2.9282
C32 3.6642 -1.0154 5.2638
H57 0.7484 -5.9818 3.7283
C33 2.2789 -2.0512 6.8397
C34 2.0023 -5.4967 2.3276
O5 1.0968 -5.1605 3.3633
H58 0.5751 5.4256 0.7443
H59 4.2791 -3.4499 4.5195
H60 -1.1642 0.4146 -1.6220
C35 -2.5253 0.8193 -3.9362
H61 -6.1519 -2.5015 -3.2402
O6 2.5539 -0.9089 6.1746
H62 -3.0088 0.0727 -5.8952

Properties
- Expectation value of S²: 2.008
- HOMO energy (alpha / beta): -0.310 / -0.338 hartree
- Spin multiplicity: 3
- Lowest unoccupied orbital energy (alpha / beta): -0.004 / -0.004 hartree

C10H16O | ωB97M-V with the def2-TZVPD basis set

Atoms and positions in Å:
C1 -1.1752 0.9621 -0.5817
H1 -0.2372 4.1894 -0.4198
C2 -0.1492 3.1138 -0.3373
H2 1.1497 -5.1161 0.4528
H3 0.0785 -0.6921 -0.6379
C3 0.0565 0.3582 -0.3711
H4 1.8756 3.1378 0.2738
C4 -0.4178 -3.8340 -0.4573
C5 1.1659 1.1062 -0.0197
C6 0.3457 -3.8965 1.9827
H5 -2.0955 0.3926 -0.6477
H6 1.1508 -3.9089 2.7237
C7 -1.2924 2.3406 -0.5686
H7 3.0206 0.9842 0.4754
H8 -0.3887 -4.5782 2.4152
H9 -0.2334 -2.9250 -1.0221
H10 1.5006 -3.3937 0.1970
H11 -0.5675 -4.7337 -1.0488
C8 1.0673 2.5034 -0.0819
O1 2.3499 0.4385 0.0723
H12 -3.4476 2.3650 -0.8500
H13 -0.0707 -2.8836 2.0677
C9 -2.6153 3.0390 -0.6694
H14 -1.3580 -3.6406 0.0678
H15 -2.8107 3.5452 0.2848
H16 -2.6288 3.8346 -1.4151
C10 0.7442 -4.1058 0.5324

Properties
- Energy above the lowest of the compared OMol25 structures with the same formula, charge and spin: 29.32 kcal per mole
- HOMO energy: -0.308 hartree
- SMILES: Cc1ccc(O)cc1.CCC
- Lowest unoccupied orbital energy: 0.032 hartree

C6H18CsO3 | ωB97M-V with the def2-TZVPD basis set

Atoms and positions in Å:
H1 -0.4612 0.5166 2.5153
H2 1.5096 -0.9815 3.6791
O1 -2.5826 -0.5522 0.4819
H3 -1.5859 1.8810 0.5654
H4 2.6731 1.5224 -4.2280
H5 -1.8907 -0.5852 1.1465
C1 0.8666 -1.7880 3.3266
C2 2.9133 -0.2753 -3.2802
O2 -0.5816 -0.3462 2.1120
H6 1.9338 0.1112 -5.1036
H7 1.2819 -2.0328 2.3490
C3 -0.5500 -1.4149 3.0895
C4 2.0428 0.6361 -4.1546
H8 -4.4168 0.7256 0.2240
H9 0.9514 -2.5426 4.1086
H10 -3.1676 2.6587 0.4940
O3 3.1866 0.3954 -2.1288
H11 3.8391 -0.6518 -3.7152
H12 -0.8977 -2.2773 2.5206
H13 2.2591 -1.1202 -3.0652
H14 -3.6303 0.6809 1.6864
C5 -3.4076 0.6169 0.6213
H15 3.9144 0.9653 -2.3878
H16 -1.1543 -1.1900 3.9683
Cs1 0.8841 0.5499 -0.2846
C6 -2.5751 1.8280 0.1107
H17 1.0633 0.7410 -3.6881
H18 -2.4178 1.9293 -0.9631

Properties
- Energy above the lowest of the compared OMol25 structures with the same formula, charge and spin: 0.00 kcal per mole
- Expectation value of S²: 0.754
- HOMO energy (alpha / beta): -0.593 / -0.593 hartree
- Spin multiplicity: 2
- Lowest unoccupied orbital energy (alpha / beta): -0.238 / -0.468 hartree
- Total charge: +2

C26H26N2O2 | ωB97M-V with the def2-TZVPD basis set

Atoms and positions in Å:
O1 2.0614 -0.8318 2.7587
C1 3.0330 -1.6901 3.4560
H1 -0.9407 -1.2849 2.5141
C2 -1.9406 -1.0106 2.8738
H2 1.0184 1.4875 -4.0482
C3 -0.1441 2.9252 -2.3170
H3 -2.6443 -3.0550 3.0842
H4 -5.5465 0.0727 3.9217
C4 -1.1421 3.6853 -1.7577
C5 -3.5449 0.7522 3.3843
H5 4.0145 -1.5868 2.9689
H6 1.1750 2.1186 4.5376
O2 3.3418 0.8042 3.5731
H7 -3.7891 1.8078 3.4277
H8 2.3684 3.1155 3.6081
C6 -2.9013 -1.9948 3.1671
C7 -1.1171 1.2919 2.8524
H9 6.3023 0.9064 0.6570
C8 5.4504 1.0496 -1.3444
C9 1.7952 1.9160 0.8698
C10 -1.2670 3.7278 -0.3619
H10 4.2077 1.4028 1.7967
N1 1.9364 1.7387 -2.1531
C11 2.0202 1.6579 -3.6390
H11 1.5806 -3.2885 3.8704
C12 0.7156 2.3258 -0.0991
H12 3.2495 -3.6932 4.0852
C13 -2.2332 0.3566 3.0315
H13 2.4584 2.5460 -4.1125
H14 3.0954 -1.3310 4.4993
C14 4.1983 1.2906 0.7160
C15 0.8118 2.2593 -1.5318
H15 4.3280 1.2889 -3.1366
H16 2.1835 2.8272 1.4330
H17 0.6785 3.4634 3.4216
C16 5.4055 1.0755 0.0563
C17 -4.2028 -1.5984 3.5377
C18 3.0425 1.4195 -1.3821
N2 0.0470 0.8510 2.5572
H18 2.6127 0.7912 -3.9165
C19 -4.5224 -0.2273 3.6418
H19 -1.7960 4.2887 -2.3897
C20 1.3604 1.5255 2.3797
H20 6.3993 0.9378 -1.8605
H21 2.6029 -3.5832 2.4652
C21 -0.3616 3.0125 0.4550
C22 2.3382 0.4686 2.9601
C23 2.5747 -3.1276 3.4455
C24 2.9873 1.4470 0.0444
H22 -1.4160 2.3719 2.9506
C25 4.2764 1.2437 -2.0497
H23 -2.0511 4.3044 0.1159
H24 -0.4886 3.0363 1.5319
H25 -0.0539 2.9020 -3.4046
C26 1.3952 2.6391 3.5545
H26 -4.9794 -2.3607 3.7250

Properties
- Energy above the lowest of the compared OMol25 structures with the same formula, charge and spin: 99.31 kcal per mole
- HOMO energy: -0.262 hartree
- SMILES: CCOC(=O)[C@](C)(/N=C/c1ccccc1)C1c2ccccc2N(C)c2ccccc21
- Lowest unoccupied orbital energy: 0.015 hartree

no.,molar mass (g mol⁻¹)
1,634.90
2,152.24
3,271.11
4,398.51